[1]
This record from the Open Molecules 2025 dataset describes a molecular structure, C14H11F5IN3O2TeV. The level of theory is ωB97M-V/def2-TZVPD.

Element x y z (Å)
V  -0.101  -0.513  -0.440
O  -0.153  -0.082  1.235
C  -0.232  -0.587  2.491
C  -0.347  0.317  3.538
C  -0.448  -0.141  4.837
C  -0.448  -1.509  5.091
C  -0.330  -2.404  4.043
C  -0.209  -1.963  2.724
C  -0.026  -2.909  1.628
N  -0.050  -2.633  0.332
C  0.214  -3.810  -0.334
C  0.401  -4.803  0.571
N  0.254  -4.218  1.804
H  -0.349  1.374  3.307
H  -0.534  0.561  5.654
H  -0.541  -1.874  6.104
H  -0.347  -3.462  4.269
H  0.248  -3.852  -1.404
H  0.622  -5.847  0.448
H  0.378  -4.679  2.689
F  1.992  -1.528  -5.283
Te  0.859  -1.301  -3.807
F  1.563  -0.919  -1.051
F  1.371  -3.000  -3.318
F  -0.591  -1.615  -2.383
F  -0.524  -1.809  -4.910
O  -0.251  0.862  -1.133
I  -5.030  -4.003  -1.059
C  -4.192  -2.144  -0.680
C  -4.983  -1.035  -0.411
C  -4.363  0.180  -0.167
C  -2.988  0.249  -0.202
N  -2.223  -0.823  -0.461
C  -2.818  -1.999  -0.693
H  -6.061  -1.121  -0.395
H  -4.945  1.066  0.042
H  -2.458  1.175  -0.029
H  -2.173  -2.840  -0.897

Summary:
Charge   +1
Highest occupied orbital energy   -11.8 eV
LUMO level   -4.723 eV
Gap between HOMO and LUMO   7.10 eV
Energy above the lowest of the compared OMol25 structures with the same formula, charge and spin   0.174 eV


[2]
This record from the Open Molecules 2025 dataset describes a molecular structure, C11H22Cl2InO. The level of theory is ωB97M-V/def2-TZVPD.

Element x y z (Å)
In  1.124  -0.326  0.089
Cl  0.873  -2.686  -0.075
Cl  2.226  1.419  1.284
C  2.282  0.036  -1.572
H  2.958  0.889  -1.617
H  2.715  -0.765  -2.200
C  -0.556  0.640  -1.339
C  0.688  0.527  -2.052
H  -0.977  0.759  -0.322
C  0.615  -0.483  -3.260
H  0.804  1.526  -2.474
C  -0.522  -0.095  -4.223
H  1.592  -0.336  -3.695
H  0.490  -1.529  -2.925
C  -1.781  0.013  -3.375
H  -0.336  0.874  -4.714
H  -0.625  -0.834  -5.005
C  -1.563  1.091  -2.272
H  -2.681  0.212  -3.987
H  -1.889  -0.991  -2.861
H  -1.152  2.031  -2.663
H  -2.579  1.336  -1.887
C  -1.644  0.744  4.114
C  -0.648  0.909  2.983
O  -0.415  -0.317  2.229
C  0.147  -1.374  3.027
C  1.613  -1.188  3.359
H  -2.570  0.315  3.755
H  -1.850  1.736  4.495
H  -1.258  0.152  4.929
H  -0.992  1.640  2.222
H  0.345  1.256  3.361
H  -0.446  -1.456  3.940
H  0.029  -2.246  2.386
H  1.793  -0.293  3.978
H  1.945  -2.074  3.914
H  2.244  -1.112  2.453

Summary:
Charge   -1
Highest occupied orbital energy   -2.0 eV
LUMO level   2.896 eV
Gap between HOMO and LUMO   4.92 eV
Energy above the lowest of the compared OMol25 structures with the same formula, charge and spin   0.912 eV


[3]
This record from the Open Molecules 2025 dataset describes a molecular structure, C15H31AlNO9S. The level of theory is ωB97M-V/def2-TZVPD.

Element x y z (Å)
C  0.416  2.524  4.608
C  0.445  1.872  6.065
Al  1.648  2.819  7.411
N  3.271  1.764  7.720
C  4.071  2.246  6.966
S  5.426  2.385  6.016
H  -0.543  3.112  4.454
H  0.356  1.677  3.856
H  1.270  3.225  4.403
H  -0.610  1.872  6.464
H  0.755  0.784  5.970
H  1.942  4.353  7.073
H  0.859  2.796  8.824
C  0.209  -2.972  3.584
C  -0.800  -1.972  4.114
O  -1.499  -1.325  3.041
C  -2.454  -2.048  2.454
O  -2.782  -3.172  2.746
O  -2.979  -1.316  1.459
C  -3.948  -2.010  0.678
H  0.882  -2.495  2.868
H  0.798  -3.394  4.400
H  -0.285  -3.793  3.059
H  -0.279  -1.187  4.664
H  -1.504  -2.438  4.807
H  -4.736  -2.431  1.304
H  -3.462  -2.793  0.094
H  -4.400  -1.295  -0.009
C  -0.721  -2.067  -3.504
C  -1.727  -1.067  -2.970
O  -2.423  -0.410  -4.041
C  -3.381  -1.128  -4.633
O  -3.712  -2.251  -4.345
O  -3.903  -0.390  -5.624
C  -4.877  -1.078  -6.406
H  -0.045  -1.587  -4.215
H  -0.135  -2.495  -2.689
H  -1.215  -2.883  -4.035
H  -1.202  -0.289  -2.414
H  -2.434  -1.535  -2.282
H  -5.664  -1.498  -5.779
H  -4.396  -1.862  -6.994
H  -5.325  -0.357  -7.088
C  5.297  0.945  -2.499
C  4.283  1.943  -1.972
O  3.588  2.594  -3.045
C  2.636  1.869  -3.639
O  2.312  0.744  -3.352
O  2.112  2.602  -4.633
C  1.144  1.906  -5.417
H  5.974  1.425  -3.209
H  5.881  0.522  -1.680
H  4.807  0.126  -3.029
H  4.800  2.726  -1.417
H  3.575  1.474  -1.286
H  0.357  1.482  -4.791
H  1.631  1.124  -6.002
H  0.693  2.623  -6.101

Summary:
Charge   -1
Highest occupied orbital energy   -5.0 eV
LUMO level   1.849 eV
Gap between HOMO and LUMO   6.84 eV


[4]
This record from the Open Molecules 2025 dataset describes a molecular structure, C22H45Br16ClGaO4. The level of theory is ωB97M-V/def2-TZVPD.

Element x y z (Å)
O  -0.647  2.811  2.261
C  -1.579  2.844  2.980
O  -2.802  3.244  2.631
C  -3.466  2.618  1.491
C  -4.731  1.901  1.958
C  -4.601  0.390  2.149
C  -4.300  -0.404  0.865
Ga  -3.151  -1.973  1.366
Cl  -1.098  -1.042  1.662
C  -3.058  -3.496  0.042
O  -2.088  -4.504  0.450
O  -0.796  -4.053  -0.010
H  -1.522  2.596  4.047
H  -2.745  1.965  0.993
H  -3.729  3.437  0.819
H  -4.984  2.358  2.924
H  -5.563  2.135  1.285
H  -5.541  0.011  2.569
H  -3.838  0.196  2.916
H  -5.237  -0.748  0.417
H  -3.765  0.225  0.146
H  -3.690  -2.530  2.766
H  -2.841  -3.219  -0.997
H  -4.013  -4.036  0.058
H  -0.766  -3.120  0.283
Br  -7.010  0.048  -2.689
C  -8.702  -0.553  -1.954
C  -9.094  0.232  -0.728
Br  -8.042  -0.275  0.818
H  -8.589  -1.610  -1.737
H  -9.437  -0.413  -2.743
H  -10.131  0.030  -0.469
H  -8.952  1.299  -0.869
Br  1.866  -2.221  0.348
C  3.024  -0.699  0.087
C  3.654  -0.238  1.373
Br  2.302  0.595  2.485
H  2.392  0.075  -0.338
H  3.787  -0.986  -0.636
H  4.414  0.513  1.159
H  4.086  -1.041  1.962
Br  4.104  1.402  -5.074
C  4.338  0.037  -3.711
C  3.306  -1.056  -3.808
Br  1.576  -0.499  -3.149
H  4.297  0.549  -2.753
H  5.335  -0.366  -3.871
H  3.601  -1.897  -3.181
H  3.161  -1.397  -4.828
Br  -0.504  -6.752  -5.962
C  0.495  -5.913  -4.513
C  -0.379  -5.149  -3.560
Br  -0.980  -3.459  -4.286
H  1.236  -5.278  -4.986
H  0.986  -6.731  -3.990
H  0.176  -4.889  -2.664
H  -1.270  -5.697  -3.274
Br  6.334  2.543  -0.450
C  6.649  3.343  1.295
C  7.906  2.818  1.934
Br  7.676  1.013  2.616
H  5.764  3.142  1.891
H  6.727  4.413  1.117
H  8.168  3.430  2.794
H  8.738  2.783  1.238
Br  3.148  3.647  0.917
C  1.799  4.324  2.130
C  2.191  5.664  2.688
Br  3.574  5.519  4.053
H  1.659  3.567  2.895
H  0.887  4.406  1.543
H  1.343  6.129  3.186
H  2.588  6.329  1.928
Br  3.573  6.353  -3.040
C  2.215  7.043  -1.839
C  2.586  8.393  -1.281
Br  3.945  8.266  0.102
H  2.078  6.296  -1.062
H  1.309  7.124  -2.435
H  1.727  8.855  -0.801
H  2.978  9.057  -2.045
Br  -1.830  -9.810  1.516
C  0.046  -9.381  1.228
C  0.452  -8.094  1.897
Br  -0.197  -6.514  0.977
H  0.186  -9.337  0.152
H  0.597  -10.226  1.635
H  1.538  -8.023  1.900
H  0.080  -8.036  2.915

Summary:
Charge   -1
Highest occupied orbital energy   -5.0 eV
LUMO level   1.732 eV
Gap between HOMO and LUMO   6.69 eV


[5]
This record from the Open Molecules 2025 dataset describes a molecular structure, C60H46N5O4Zr. The level of theory is ωB97M-V/def2-TZVPD.

Element x y z (Å)
Zr  0.074  0.174  0.058
C  -7.171  -2.420  -6.289
O  -6.517  -1.192  -6.012
C  -5.518  -1.197  -5.103
C  -5.082  -2.327  -4.417
C  -4.044  -2.213  -3.501
C  -3.427  -0.994  -3.259
C  -3.870  0.130  -3.959
C  -4.904  0.034  -4.867
C  -2.310  -0.882  -2.280
C  -1.041  -0.601  -2.792
C  -0.701  -0.553  -4.184
C  0.634  -0.327  -4.268
C  1.137  -0.243  -2.931
N  0.099  -0.392  -2.047
C  2.478  -0.067  -2.577
C  2.960  -0.054  -1.271
C  4.336  0.138  -0.918
C  4.414  0.155  0.433
C  3.091  -0.054  0.946
C  2.781  -0.158  2.302
C  3.882  0.031  3.290
C  3.935  1.200  4.053
C  4.940  1.394  4.977
C  5.919  0.415  5.163
O  6.861  0.695  6.090
C  7.880  -0.266  6.313
C  5.874  -0.756  4.414
C  4.856  -0.935  3.484
C  1.516  -0.467  2.814
N  0.372  -0.612  2.074
C  -0.618  -1.025  2.936
C  -1.933  -1.323  2.579
C  -2.874  -1.680  3.676
C  -3.448  -2.942  3.738
C  -4.321  -3.288  4.763
C  -4.629  -2.354  5.747
O  -5.462  -2.581  6.786
C  -6.055  -3.866  6.892
C  -4.056  -1.082  5.695
C  -3.188  -0.755  4.675
C  -2.437  -1.303  1.271
C  -3.812  -1.497  0.928
C  -3.921  -1.362  -0.418
C  -2.612  -1.090  -0.928
N  -1.716  -1.057  0.122
C  -0.071  -1.126  4.259
C  1.235  -0.773  4.186
N  2.208  -0.170  -0.114
C  3.461  0.135  -3.681
C  3.926  -0.924  -4.443
C  4.841  -0.724  -5.472
C  5.298  0.560  -5.744
O  6.184  0.868  -6.716
C  6.680  -0.190  -7.521
C  4.832  1.636  -4.983
C  3.927  1.422  -3.966
H  -7.927  -2.194  -7.034
H  -7.652  -2.821  -5.394
H  -6.473  -3.157  -6.692
H  -5.534  -3.293  -4.587
H  -3.706  -3.096  -2.972
H  -3.397  1.089  -3.785
H  -5.257  0.901  -5.409
H  -1.399  -0.698  -4.991
H  1.234  -0.241  -5.159
H  5.140  0.245  -1.627
H  5.291  0.285  1.044
H  3.181  1.965  3.912
H  4.995  2.298  5.568
H  8.525  0.152  7.079
H  8.462  -0.442  5.405
H  7.461  -1.211  6.669
H  6.615  -1.530  4.545
H  4.824  -1.852  2.906
H  -3.207  -3.675  2.978
H  -4.742  -4.283  4.784
H  -6.670  -3.837  7.786
H  -5.296  -4.644  6.997
H  -6.686  -4.082  6.026
H  -4.309  -0.370  6.470
H  -2.741  0.231  4.646
H  -4.598  -1.688  1.638
H  -4.813  -1.424  -1.018
H  -0.619  -1.453  5.127
H  1.962  -0.754  4.982
H  3.577  -1.928  -4.234
H  5.187  -1.573  -6.043
H  7.362  0.268  -8.230
H  5.872  -0.686  -8.063
H  7.221  -0.923  -6.918
H  5.196  2.628  -5.215
H  3.562  2.259  -3.384
C  1.537  5.602  -1.307
C  0.280  5.705  -0.734
C  -0.359  4.590  -0.208
C  0.258  3.341  -0.259
C  1.530  3.243  -0.830
C  2.159  4.362  -1.345
N  -0.345  2.180  0.276
C  -1.735  2.254  0.635
C  -2.712  2.330  -0.361
C  -4.051  2.343  -0.013
C  -4.424  2.279  1.325
C  -3.457  2.198  2.314
C  -2.109  2.183  1.974
H  2.028  6.477  -1.710
H  -0.215  6.666  -0.685
H  -1.334  4.700  0.246
H  2.047  2.290  -0.857
H  3.150  4.266  -1.773
H  -2.403  2.385  -1.399
H  -4.809  2.399  -0.784
H  -5.472  2.292  1.595
H  -3.754  2.153  3.353
H  -1.338  2.131  2.734

Summary:
Charge   +1
Highest occupied orbital energy   -9.6 eV
LUMO level   -3.913 eV
Gap between HOMO and LUMO   5.72 eV


[6]
This record from the Open Molecules 2025 dataset describes C8H7N3 in the gas phase. The level of theory is ωB97M-V/def2-TZVPD.

Element x y z (Å)
C  -2.302  2.450  -1.156
C  0.413  -0.820  1.357
C  1.159  -0.730  0.256
C  -0.791  -0.115  1.610
C  0.715  0.209  -0.854
C  -1.218  0.794  0.693
C  -0.538  0.967  -0.618
C  -1.019  1.895  -1.533
N  -3.340  2.822  -0.779
N  0.211  -0.797  -2.038
N  0.538  -0.676  -3.160
H  0.780  -1.685  2.021
H  1.986  -1.270  -0.130
H  -1.180  -0.194  2.638
H  1.460  0.811  -1.381
H  -2.120  1.336  0.849
H  -0.605  2.100  -2.598
H  -0.444  -1.422  -1.743

Summary:
Charge   0
Highest occupied orbital energy   -8.1 eV
LUMO level   -1.091 eV
Gap between HOMO and LUMO   7.02 eV
Energy above the lowest of the compared OMol25 structures with the same formula, charge and spin   5.097 eV


[7]
This record from the Open Molecules 2025 dataset describes a molecular structure, C24H60BF4N4Na2O8. The level of theory is ωB97M-V/def2-TZVPD.

Element x y z (Å)
Na  -2.200  4.203  -0.343
Na  1.294  4.667  -1.551
B  -0.645  1.482  0.073
F  -0.260  2.713  -0.600
F  0.235  1.308  1.135
F  -1.970  1.707  0.505
F  -0.557  0.458  -0.841
C  0.276  -5.742  2.547
O  -0.039  -4.841  1.510
C  -0.822  -3.767  1.951
C  -0.930  -2.703  0.898
N  0.272  -1.927  0.708
C  1.115  -2.417  -0.368
C  2.412  -1.626  -0.394
O  3.337  -1.989  -1.413
C  2.810  -1.914  -2.706
H  0.639  -5.225  3.441
H  1.041  -6.426  2.182
H  -0.596  -6.352  2.822
H  -0.426  -3.331  2.881
H  -1.842  -4.091  2.230
H  -1.728  -2.040  1.263
H  -1.328  -3.135  -0.036
H  0.063  -0.968  0.476
H  0.574  -2.285  -1.324
H  1.330  -3.483  -0.279
H  2.944  -1.816  0.540
H  2.196  -0.545  -0.437
H  2.351  -0.932  -2.887
H  2.050  -2.683  -2.896
H  3.586  -2.054  -3.454
C  3.101  2.247  -2.802
O  3.130  3.090  -1.648
C  3.060  2.312  -0.447
C  2.955  3.230  0.733
N  1.737  4.036  0.690
C  1.565  4.912  1.831
C  0.161  5.469  1.838
O  -0.855  4.468  1.732
C  -1.103  3.736  2.937
H  2.110  1.797  -2.918
H  3.839  1.446  -2.688
H  3.407  2.823  -3.671
H  3.924  1.646  -0.383
H  2.175  1.662  -0.493
H  3.804  3.929  0.716
H  3.079  2.719  1.694
H  0.935  3.412  0.695
H  2.230  5.786  1.813
H  1.837  4.417  2.775
H  0.023  6.114  0.961
H  -0.002  6.101  2.716
H  -0.209  3.201  3.263
H  -1.892  3.022  2.723
H  -1.405  4.418  3.737
C  -3.009  -0.782  -1.967
O  -2.408  -0.170  -3.080
C  -1.851  -1.140  -3.930
C  -1.035  -0.496  -5.025
N  0.159  0.153  -4.510
C  0.925  0.877  -5.517
C  1.690  -0.009  -6.480
O  2.730  -0.641  -5.741
C  3.400  -1.640  -6.474
H  -3.467  -0.022  -1.330
H  -2.267  -1.244  -1.304
H  -3.762  -1.518  -2.267
H  -2.651  -1.721  -4.420
H  -1.250  -1.858  -3.352
H  -1.664  0.257  -5.512
H  -0.829  -1.259  -5.791
H  0.798  -0.554  -4.156
H  1.673  1.510  -5.030
H  0.278  1.540  -6.099
H  2.122  0.544  -7.330
H  1.067  -0.777  -6.964
H  2.705  -2.267  -7.039
H  3.897  -2.304  -5.764
H  4.179  -1.195  -7.100
C  -5.688  -0.243  1.493
O  -5.710  -0.259  2.898
C  -4.608  -0.946  3.462
C  -3.307  -0.165  3.389
N  -2.200  -0.968  3.927
C  -0.891  -0.371  3.652
C  0.134  -0.947  4.583
O  -0.157  -0.516  5.889
C  0.755  -1.018  6.850
H  -6.495  0.367  1.092
H  -5.843  -1.263  1.111
H  -4.726  0.136  1.129
H  -4.526  -1.926  2.971
H  -4.884  -1.127  4.502
H  -3.445  0.752  3.986
H  -3.029  0.081  2.363
H  -2.301  -1.052  4.933
H  -0.921  0.724  3.764
H  -0.619  -0.619  2.625
H  1.151  -0.676  4.259
H  0.103  -2.047  4.532
H  1.731  -0.525  6.763
H  0.915  -2.096  6.735
H  0.340  -0.819  7.835

Summary:
Charge   +1
Highest occupied orbital energy   -10.1 eV
LUMO level   -4.451 eV
Gap between HOMO and LUMO   5.67 eV
Energy above the lowest of the compared OMol25 structures with the same formula, charge and spin   0.321 eV